Record 1
65
Properties=species:S:1:pos:R:3:forces:R:3 method="wB97M-V/def2-TZVPD" total_charge=+1 molar_mass_g_mol=682.871 homo_energy_ev=-10.89 total_energy_ha=-3278.80412 de_lowest_ev=0.000
Cd -0.081299 0.610132 0.186230 0.0 0.0 0.2
N 0.461339 1.936610 4.333120 -0.1 -0.1 0.0
C -0.587380 1.098552 4.690865 0.1 0.1 0.1
C -1.158769 0.790876 5.920344 0.0 0.0 0.0
C -2.225747 -0.083401 5.897888 0.0 0.0 0.0
C -2.711571 -0.622586 4.693682 0.0 0.0 0.0
C -2.136207 -0.309977 3.480766 0.0 0.0 0.0
C -1.046390 0.557984 3.490716 -0.1 -0.1 -0.1
N -0.282319 1.056413 2.442581 0.0 0.1 0.0
C 0.588122 1.874602 2.990049 0.1 0.1 0.0
C 1.536993 2.648537 2.188779 -0.2 -0.1 0.0
C 2.512799 3.511796 2.578852 0.0 0.0 0.1
S 3.285646 4.159351 1.205678 0.0 0.0 0.0
C 2.262806 3.238985 0.196847 0.0 0.0 0.0
N 1.405059 2.499889 0.832703 0.1 0.0 0.0
H 1.004278 2.512648 4.952830 0.0 0.0 0.0
H -0.793427 1.214628 6.845789 0.0 0.0 0.0
H -2.706425 -0.353994 6.827895 0.0 0.0 0.0
H -3.562937 -1.288994 4.723979 0.0 0.0 0.0
H -2.526103 -0.699974 2.550644 0.0 0.0 0.0
H 2.812073 3.796004 3.574501 0.0 0.0 0.0
H 2.331727 3.277121 -0.881357 0.0 0.0 0.0
Cl -3.294522 1.000793 -0.393044 0.0 0.1 -0.1
C -2.991843 2.692832 -0.857800 0.0 0.0 0.1
Cl -1.744480 3.406856 0.172055 -0.1 0.0 0.0
H -3.912213 3.246177 -0.721461 0.0 0.0 0.0
H -2.644488 2.703886 -1.883032 0.1 0.0 0.0
O 2.062843 -0.176175 -0.379832 0.0 0.0 -0.1
C 2.636163 0.037354 -1.449829 -0.1 0.1 0.0
C 2.177486 0.793740 -2.589468 0.1 -0.1 0.0
C 3.103639 0.860539 -3.648465 0.0 0.0 0.0
C 2.803423 1.535760 -4.794031 0.1 0.0 -0.1
C 1.562954 2.170176 -4.952598 0.0 0.0 0.0
C 0.642628 2.116859 -3.946301 0.0 0.0 0.0
C 0.895478 1.434574 -2.719312 0.0 0.0 0.1
O -0.018611 1.436768 -1.820811 0.0 0.0 -0.1
N 3.790639 1.593427 -5.876363 0.0 0.1 0.1
O 4.855703 1.035402 -5.697459 0.0 0.0 0.0
O 3.483368 2.207042 -6.878174 0.0 0.0 0.0
H 3.641279 -0.395939 -1.577568 0.0 0.0 0.0
H 4.067041 0.374873 -3.559924 0.0 0.0 0.0
H 1.357559 2.692410 -5.876453 0.0 0.0 0.0
H -0.320772 2.597842 -4.049323 0.0 0.0 0.0
C 0.843770 -2.852442 1.631093 0.0 0.0 0.0
C 0.481153 -2.964981 0.150671 0.0 0.0 0.0
P -0.852113 -1.802829 -0.301650 0.0 0.0 0.0
C -1.083867 -1.923829 -2.118837 0.0 0.0 0.0
C -0.643763 -3.227643 -2.783076 0.0 0.0 0.0
C -2.363612 -2.512792 0.446440 0.0 0.0 0.0
C -2.821092 -3.863014 -0.100400 0.0 0.0 0.0
H 1.649640 -3.542244 1.879364 0.0 0.0 0.0
H -0.001801 -3.092460 2.277770 0.0 0.0 0.0
H 1.183842 -1.844238 1.874777 0.0 0.0 0.0
H 0.180942 -3.982895 -0.104953 0.0 0.0 0.0
H 1.346954 -2.714873 -0.464194 0.0 0.0 0.0
H -0.547698 -1.079460 -2.557547 0.0 0.0 0.0
H -2.144337 -1.727950 -2.301236 0.0 0.0 0.0
H 0.428936 -3.385896 -2.672569 0.0 0.0 0.0
H -0.858899 -3.189603 -3.850751 0.0 0.0 0.0
H -1.154550 -4.097749 -2.372812 0.0 0.0 0.0
H -3.156682 -1.770145 0.323499 0.0 0.0 0.0
H -2.173414 -2.583687 1.520032 0.0 0.0 0.0
H -3.094295 -3.798480 -1.153158 0.0 0.0 0.0
H -3.701327 -4.203815 0.444638 0.0 0.0 0.0
H -2.053319 -4.629380 0.008715 0.0 0.0 0.0



Record 2
64
Properties=species:S:1:pos:R:3:forces:R:3 method="wB97M-V/def2-TZVPD" total_charge=+3 molar_mass_g_mol=622.674 homo_energy_ev="-14.82 / -15.13" total_energy_ha=-2274.42022 de_lowest_ev=16.652
Sn 0.256595 -0.335296 -0.617615 1.3 5.6 -7.5
C -6.853005 -0.676685 0.129538 0.1 -0.1 0.0
C -5.422047 -0.871702 -0.267453 0.0 -0.1 -0.1
C -4.951753 -1.992726 -0.842545 0.2 -0.4 0.0
C -3.529443 -2.133683 -1.161677 -0.4 -0.3 0.3
C -2.992997 -3.335545 -1.383153 0.4 -0.2 0.1
N -1.596289 -3.715837 -1.582421 -0.5 -0.4 0.1
C -0.449803 -3.766245 -0.983817 -1.5 0.2 0.1
C 0.529090 -4.901192 -1.020358 0.4 0.1 -0.6
C 1.417355 -4.704051 4.072069 0.5 -1.1 0.1
N 0.944674 -3.522258 4.199999 -0.5 1.7 -1.3
C 1.108073 -2.399064 3.334758 -0.4 0.4 7.2
C 2.219248 -2.084720 2.606564 2.7 2.6 4.1
C 3.542979 -2.664772 2.740055 0.4 0.3 0.2
C 4.610553 -2.172366 2.075950 -0.2 0.2 -0.1
C 5.997638 -2.685104 2.273722 0.0 -0.1 0.0
C 4.436508 -1.010041 1.198584 0.0 -0.2 0.3
C 3.246926 -0.428405 0.956209 -0.5 0.0 0.0
C 3.145212 0.865753 0.230065 -0.7 0.0 -0.1
N 2.060364 1.199926 -0.347492 0.6 0.4 0.6
C 1.853015 2.569877 -0.840108 0.2 -0.2 0.1
C 0.770744 3.215686 0.026333 -0.1 0.0 0.0
C -0.655436 2.929367 -0.404980 0.0 -0.2 0.1
N -1.110730 1.507869 -0.304462 -0.5 0.5 0.4
C -2.379488 1.373239 -0.201880 0.3 0.8 0.2
C -3.163285 0.178860 -0.375631 -0.6 -0.4 -0.2
C -4.477076 0.198346 -0.010007 0.4 0.2 0.1
C -2.711890 -0.934107 -1.216669 -1.4 0.4 1.1
O -1.793283 -0.878450 -1.994546 1.4 0.3 -1.1
C 2.016535 -0.984958 1.572073 3.6 3.8 0.9
O 0.889403 -0.632276 1.250717 3.5 5.9 5.3
H -7.464221 -1.529885 -0.153842 0.0 0.0 0.0
H -7.265294 0.213842 -0.347772 0.0 0.0 0.0
H -6.936046 -0.535830 1.208621 0.0 0.0 0.0
H -5.606839 -2.837207 -1.023834 0.0 0.0 0.0
H -3.628855 -4.210070 -1.464227 0.2 -0.1 -0.1
H -1.609138 -4.434162 -2.311321 0.0 -0.1 -0.1
H -0.375450 -3.660204 1.314591 0.1 0.4 0.3
H 1.328847 -2.611306 -1.659455 0.2 0.3 -0.2
H 1.161382 -4.919929 -1.923311 -0.1 0.0 0.1
H -0.051563 -5.835760 -0.979408 0.2 0.0 0.1
H 2.142280 -4.928592 3.300627 -0.1 0.0 0.0
H 1.068432 -5.478320 4.746068 0.2 0.1 0.0
H 0.206208 -3.412845 4.894650 0.1 0.1 0.0
H 0.235575 -1.758759 3.333584 0.1 0.1 0.0
H 3.710327 -3.439230 3.474430 -0.1 0.0 0.1
H 6.010787 -3.598536 2.863152 0.0 0.0 0.0
H 6.604441 -1.936003 2.788724 0.0 0.0 0.0
H 6.476759 -2.881541 1.313195 0.0 0.0 0.0
H 5.334215 -0.576895 0.768131 0.0 0.0 0.0
H 3.983668 1.563622 0.310036 0.1 -0.2 -0.1
H 1.545437 2.534789 -1.887855 0.0 -0.1 0.0
H 2.784166 3.137845 -0.787930 0.0 0.0 0.0
H 0.886013 4.299398 -0.028149 0.0 0.0 0.0
H 0.930358 2.936054 1.069929 0.0 0.1 0.0
H -0.776601 3.207788 -1.454708 0.0 0.0 0.0
H -1.341543 3.551438 0.173004 0.0 0.0 0.0
H -2.965631 2.269538 0.015277 -0.1 0.0 -0.1
H -4.863710 1.083197 0.487900 0.0 0.0 0.0
O 1.495702 -2.225260 -0.787629 1.3 -0.2 -0.9
Cl 0.401731 -2.936798 0.519940 -4.6 -5.6 -6.5
O 1.214194 -4.589395 0.125796 0.3 -0.4 0.9
O 1.419951 -2.626591 1.479532 -0.4 -8.2 -5.6
O -0.474186 -1.701944 0.489119 -6.1 -6.1 1.5



Record 3
58
Properties=species:S:1:pos:R:3:forces:R:3 method="wB97M-V/def2-TZVPD" molar_mass_g_mol=537.332 homo_energy_ev=-6.43 total_energy_ha=-2086.42915
Pd 1.256919 -0.204938 0.314302 0.8 0.1 0.4
C 0.317876 2.883728 1.976687 0.0 0.0 -0.1
O 0.447037 1.772922 2.836844 0.0 0.0 0.0
C 1.761404 1.592293 3.305208 0.0 -0.1 0.0
C 1.853785 0.203988 3.906276 0.0 0.1 0.0
O 1.883882 -0.806876 2.908539 -0.1 0.0 0.1
C 3.102578 -1.503232 2.774469 0.0 0.0 0.0
C 4.141465 -0.708949 2.015280 0.0 0.0 0.0
O 3.604966 -0.397557 0.746602 -0.1 0.1 -0.1
C 4.458332 0.423117 -0.029946 0.0 0.0 0.0
H 0.571437 3.817264 2.494055 0.0 0.0 0.0
H -0.719294 2.924514 1.648077 0.0 0.0 0.0
H 0.951518 2.766846 1.090253 0.0 0.0 0.0
H 1.999386 2.355341 4.060785 0.0 0.0 0.0
H 2.479494 1.695327 2.479359 0.0 0.0 0.0
H 0.960833 0.043376 4.514855 0.0 0.0 0.0
H 2.728846 0.115531 4.558598 0.0 0.1 0.0
H 2.868468 -2.412536 2.218913 0.0 0.0 0.0
H 3.503680 -1.792320 3.753734 0.0 0.0 0.0
H 5.056696 -1.304127 1.902337 0.0 0.0 0.0
H 4.406624 0.214760 2.548176 0.0 0.0 0.0
H 5.426822 -0.064619 -0.181349 0.0 0.0 0.0
H 4.615327 1.391487 0.457909 0.0 0.0 0.0
H 3.968269 0.575346 -0.987530 0.0 0.0 0.0
Cl 0.644607 -3.205720 -0.231488 -0.2 0.0 -0.1
C -0.064756 -2.791829 -1.782179 0.1 -0.1 0.2
C -0.063628 -3.802352 -2.731146 0.0 0.1 0.0
C -0.607914 -3.566926 -3.983422 0.0 0.0 0.0
C -1.149781 -2.323376 -4.267275 0.0 0.0 0.0
C -1.145397 -1.328846 -3.301177 0.0 0.0 0.0
C -0.602192 -1.528643 -2.030153 -0.1 0.1 0.0
P -0.565575 -0.194392 -0.739091 -0.5 -0.3 -0.5
C -2.062034 -0.651035 0.222476 0.0 0.0 0.1
C -3.098231 -1.447378 -0.259617 0.0 0.0 0.0
C -4.203154 -1.723551 0.533904 0.0 0.0 0.0
C -4.289652 -1.199858 1.816213 0.0 0.0 0.0
C -3.259412 -0.411217 2.307533 0.0 0.0 0.0
C -2.147575 -0.148301 1.520155 0.0 0.0 0.0
C -1.178907 1.228050 -1.724394 0.0 0.0 0.1
C -0.226381 1.962597 -2.428775 0.0 0.0 0.0
C -0.600308 3.036634 -3.220745 0.0 0.0 0.0
C -1.935493 3.410940 -3.298009 0.0 0.0 0.0
C -2.888167 2.703389 -2.580513 0.0 0.0 0.0
C -2.513800 1.615409 -1.801164 0.0 0.0 0.0
H 0.364549 -4.761696 -2.476680 0.0 0.0 0.0
H -0.605582 -4.352699 -4.727478 0.0 0.0 0.0
H -1.579808 -2.119996 -5.239491 0.0 0.0 0.0
H -1.575779 -0.366717 -3.546489 0.0 0.0 0.0
H -3.049380 -1.859905 -1.260053 0.0 0.0 0.0
H -4.996829 -2.350191 0.146724 0.0 0.0 0.0
H -5.152462 -1.414395 2.434186 0.0 0.0 0.0
H -3.312375 -0.009961 3.312007 0.0 0.0 0.0
H -1.321524 0.429506 1.921694 0.0 0.0 0.0
H 0.818825 1.684512 -2.343834 0.0 0.0 0.0
H 0.153559 3.588570 -3.768097 0.0 0.0 0.0
H -2.229534 4.255683 -3.907896 0.0 0.0 0.0
H -3.930636 2.992775 -2.625412 0.0 0.0 0.0
H -3.271627 1.070235 -1.252747 0.0 0.0 0.0